Formula: C45H80BIN10O2PS2Ti
Source: the OMol25 dataset
Level of theory: ωB97M-V/def2-TZVPD

Each line ends with the Löwdin charge.
Geometry (Å):
Ti: -0.10260 -0.10101 0.95880  0.7024
C: 3.62613 -0.21456 -2.54523  -0.0614
C: 2.56948 -0.94836 -1.73151  -0.3750
C: 2.59039 -2.45053 -2.04423  -0.0429
C: 1.16367 -0.48385 -1.96880  -0.2530
C: 0.55898 -0.08060 -3.16234  0.0411
C: -0.80091 -0.03417 -2.90904  -0.2065
C: -1.81260 0.54564 -3.87160  -0.3280
C: -2.61346 -0.44715 -4.71264  -0.0548
C: -2.74792 1.56299 -3.20988  -0.0436
N: -1.00141 -0.42753 -1.62457  0.0659
N: 0.22718 -0.63362 -1.04201  -0.0137
B: -2.15191 -1.38562 -1.05970  -0.4287
N: -2.71842 -0.95022 0.35288  0.0727
N: -1.88324 -1.11031 1.44864  -0.0014
C: -2.64496 -1.38788 2.50539  -0.2292
C: -3.98624 -1.32809 2.12531  0.0278
C: -4.00256 -1.05107 0.77898  -0.1800
C: -5.29146 -0.83813 0.02452  -0.3417
C: -5.96374 -2.16437 -0.33443  -0.0428
C: -5.22623 0.09389 -1.17443  -0.0689
C: -2.17600 -1.82867 3.86922  -0.3573
C: -0.69749 -2.15686 3.97966  -0.1077
C: -2.97708 -3.07942 4.26415  -0.0586
N: -1.53724 -2.81997 -0.90713  0.0600
N: -0.69792 -3.03498 0.14860  0.1061
C: -0.38986 -4.31591 0.15915  -0.2832
C: -1.00969 -4.96879 -0.92258  0.0251
C: -1.72436 -3.99395 -1.57857  -0.2041
C: -2.40934 -4.21416 -2.89930  -0.3434
C: -3.87360 -3.79512 -2.99083  -0.0624
C: -1.55375 -3.60750 -4.01305  -0.0483
C: 0.47120 -4.92546 1.22874  -0.3837
C: 1.85018 -5.31298 0.69250  -0.0651
C: -0.22734 -6.13135 1.85669  -0.0666
H: 4.60447 -0.66677 -2.36774  0.0832
H: 3.69058 0.83673 -2.27120  0.0497
H: 3.42616 -0.28701 -3.61746  0.0818
H: 2.77864 -0.82779 -0.66910  0.0578
H: 2.38803 -2.62277 -3.10449  0.0864
H: 1.83055 -2.97563 -1.46433  0.0632
H: 3.56770 -2.87654 -1.80671  0.0833
H: 1.04108 0.17233 -4.09284  0.1192
H: -1.18069 1.09604 -4.57598  0.1284
H: -3.27738 -1.04847 -4.09193  0.0545
H: -1.96603 -1.11564 -5.27809  0.0740
H: -3.22955 0.10703 -5.42372  0.0872
H: -3.69012 1.09983 -2.93443  0.0502
H: -2.97229 2.37739 -3.90140  0.0843
H: -2.31822 1.98318 -2.30299  0.0525
H: -3.03496 -1.38292 -1.85445  0.0981
H: -4.84781 -1.45028 2.75969  0.1207
H: -5.92541 -0.35004 0.77148  0.1372
H: -5.37593 -2.70141 -1.07687  0.0477
H: -6.95438 -1.97965 -0.75516  0.0832
H: -6.07536 -2.80452 0.54086  0.0825
H: -4.82762 -0.42067 -2.04810  0.0491
H: -4.60664 0.96550 -0.96264  0.0638
H: -6.23331 0.43364 -1.42470  0.0863
H: -2.42462 -1.03407 4.58032  0.0974
H: -0.45783 -3.02284 3.35928  0.0649
H: -0.45665 -2.39226 5.01772  0.0848
H: -0.05607 -1.33856 3.67540  -0.0262
H: -2.78933 -3.88280 3.54848  0.0832
H: -4.05031 -2.89606 4.29255  0.0679
H: -2.66435 -3.42052 5.25233  0.0810
H: -0.94675 -6.00768 -1.20367  0.1103
H: -2.39063 -5.30020 -3.02821  0.1310
H: -3.98952 -2.71381 -3.04224  0.0379
H: -4.43180 -4.15943 -2.12858  0.0738
H: -4.32463 -4.22045 -3.88961  0.0834
H: -1.39499 -2.54686 -3.82739  0.0460
H: -2.03017 -3.72259 -4.98958  0.0831
H: -0.57350 -4.08503 -4.04416  0.0850
H: 0.61179 -4.16437 1.99768  0.0829
H: 1.75830 -5.95392 -0.18789  0.0812
H: 2.41897 -5.85739 1.44979  0.0757
H: 2.41941 -4.42695 0.41215  0.0502
H: -0.33845 -6.94107 1.13156  0.0760
H: -1.22289 -5.86715 2.21686  0.0733
H: 0.35252 -6.51450 2.69861  0.0759
C: 4.01517 -1.24582 3.18122  -0.1050
C: 2.66785 -0.66564 2.83749  -0.7275
S: 1.77882 -1.46646 1.62472  0.7543
C: 2.22886 0.47121 3.46584  -0.7547
C: 3.08090 1.17213 4.49166  -0.1407
S: 0.71254 1.14334 3.04901  0.5734
H: 4.25735 -2.07322 2.51894  0.0643
H: 4.02608 -1.61225 4.21069  0.0891
H: 4.80124 -0.49070 3.09896  0.0777
H: 3.58558 0.44971 5.13362  0.0797
H: 2.47785 1.81651 5.12853  0.0138
H: 3.85469 1.78761 4.02095  0.0710
N: -2.87808 2.73910 0.24681  0.1281
C: -2.21031 2.03542 1.26202  -0.5622
O: -1.13564 1.38510 0.79465  -0.2839
C: -2.64557 1.98583 2.52267  0.0184
I: -0.39097 1.20623 5.54686  0.3919
H: -2.25415 3.09876 -0.45815  0.0475
H: -3.49266 3.45616 0.60236  0.0948
H: -2.16584 1.36598 3.25956  -0.0419
H: -3.51455 2.55577 2.82053  0.0587
O: 1.50997 1.48532 0.26326  -0.3327
P: 2.09763 2.83983 0.05322  0.5995
N: 1.78957 3.99130 1.19208  -0.1829
C: 0.57960 4.82114 1.23970  -0.1656
C: 0.85816 5.85067 2.35763  -0.1426
C: 2.28191 5.54524 2.84330  -0.1558
C: 2.45094 4.07365 2.49134  -0.2047
N: 3.73801 2.71718 -0.05705  -0.1683
C: 4.43403 1.60965 0.63523  -0.1763
C: 5.89685 2.03349 0.59062  -0.1558
C: 5.82482 3.55485 0.70600  -0.1656
C: 4.61122 3.90092 -0.15598  -0.1891
N: 1.54674 3.56395 -1.34896  -0.1656
C: 0.12933 3.33787 -1.66969  -0.2099
C: -0.05670 4.12306 -2.96249  -0.1423
C: 1.30998 4.02086 -3.66658  -0.1410
C: 2.25965 3.40400 -2.62496  -0.1794
H: -0.30188 4.21789 1.48595  0.1083
H: 0.42547 5.29532 0.27091  0.1058
H: 0.14098 5.72470 3.16818  0.1101
H: 0.76648 6.87192 1.99081  0.1047
H: 2.41232 5.73470 3.90816  0.1114
H: 3.01313 6.14288 2.29499  0.1065
H: 1.94691 3.45107 3.23427  0.0702
H: 3.49060 3.75527 2.41803  0.0978
H: 4.24874 0.66234 0.13469  0.1008
H: 4.08237 1.50637 1.66679  0.0914
H: 6.33819 1.75279 -0.36863  0.1155
H: 6.48129 1.56688 1.38283  0.1114
H: 6.72812 4.05492 0.35878  0.1112
H: 5.65716 3.84837 1.74450  0.1038
H: 4.91968 4.05344 -1.19447  0.1040
H: 4.08666 4.79888 0.17483  0.1095
H: -0.49786 3.69793 -0.85697  0.0796
H: -0.07283 2.26930 -1.80682  0.1005
H: -0.28752 5.16399 -2.73332  0.1095
H: -0.87308 3.72401 -3.56409  0.0928
H: 1.65932 5.00205 -3.98497  0.1038
H: 1.26056 3.38869 -4.55299  0.1037
H: 3.22553 3.90451 -2.59116  0.0995
H: 2.42292 2.35066 -2.85638  0.0877

Properties
Relative energy (zero: lowest compared OMol25 entry of this formula, charge and spin): 13.5 kcal/mol
Multiplicity: 2
<S²>: 0.881
HOMO (spin up / spin down): -7.2790 / -7.4032 eV
Charge: 0